Arrangement i

# C5H12N2

A single C5H12N2 molecule (ωB97M-V/def2-TZVPD, the Open Molecules 2025 dataset).

The structure (SMILES) is C=CC[C@@H](N)CN. As for the HOMO-LUMO gap: 9.412 eV.

```
! wB97M-V def2-TZVPD RIJCOSX def2/J DEFGRID3
* xyz 0 1
C 1.6096 -1.0520 0.1764
H -1.2434 -1.1174 -0.4913
H -0.6033 -0.9116 1.3081
H -2.6609 0.4731 1.6041
C 1.1737 -0.0034 -0.8112
N -2.4402 0.0651 0.6822
N -0.7602 1.5259 -1.4023
H -0.7992 1.0582 -2.2708
C 2.3741 -0.7648 1.2502
C -1.1368 -0.4218 0.2980
H 1.8661 0.7749 -0.9840
H -3.2316 0.1188 -0.0232
H -1.5190 2.0940 -1.1561
H 1.0744 -1.9714 -0.0957
H 2.6650 0.2470 1.4556
H 1.0460 -0.5134 -1.7844
C -0.1744 0.6529 -0.2948
H 2.6656 -1.5164 1.9880
H 0.0948 1.2621 0.5512
*
```


Arrangement ii

# C5H12N2

A molecular structure, C5H12N2 (ωB97M-V/def2-TZVPD, the Open Molecules 2025 dataset).

As for the HOMO-LUMO gap: 10.125 eV.

```
! wB97M-V def2-TZVPD RIJCOSX def2/J DEFGRID3
* xyz 0 1
H -0.2257 0.4994 0.2373
H 0.4786 -2.1687 2.1372
C -0.9367 -0.3070 -1.0922
H 2.1746 -2.0476 1.8233
H -0.2204 -0.7194 -1.8286
H -2.4282 1.8516 -2.6819
N 1.4558 -0.2596 2.1894
H -1.3412 3.3441 -2.3999
N 0.6988 -1.5102 0.2600
C 1.2184 -1.5720 1.6178
H 2.3669 0.0214 2.4978
H 1.4634 -1.1515 -0.2991
H 0.3044 2.1053 -1.2783
H 0.7104 0.1056 2.7768
H -1.9338 -0.4939 -1.4709
H -1.1869 -0.9769 0.9927
C -0.6646 1.5813 -1.4739
C -1.4969 2.2570 -2.2999
C -0.4371 -0.5592 0.2924
*
```


Which of them is the most stable, and which is the least stable? arrangement i and arrangement ii, in that order.